No. 1
Entry from OMol25: a structure of composition C39H43GaNO7PS3 in a non-equilibrium geometry (the ωB97M-V functional and the def2-TZVPD basis).

```
95
Properties=species:S:1:pos:R:3:forces:R:3:lowdin_charge:R:1
Ga 0.596 -0.324 1.370 0.2324 1.4238 0.2355 0.707
C 4.716 3.676 -1.014 -0.6968 -0.2012 -0.8903 -0.143
C 3.382 4.417 -0.821 0.3060 -0.1119 0.0682 -0.575
C 3.679 5.743 -0.129 -0.3037 0.2594 -0.2811 -0.143
P 2.068 3.252 -0.161 -0.4646 0.0380 -0.3520 1.103
C 2.002 3.419 1.709 0.0031 0.5032 -0.6773 -0.578
C 1.641 4.774 2.324 -0.3033 -0.6826 0.2057 -0.114
C 3.268 2.861 2.315 0.2993 0.2185 -0.0954 -0.144
C 0.522 4.140 -0.644 -0.3388 -1.0147 0.4362 -0.315
C 0.487 5.402 -1.199 -0.5668 -0.0670 0.0125 -0.103
C -0.693 6.079 -1.504 -0.4183 0.0825 -0.0838 -0.318
C -0.705 7.495 -2.035 0.2972 -0.4908 0.0180 -0.091
C -1.901 5.392 -1.302 0.4163 0.6425 -0.1507 -0.102
C -1.916 4.129 -0.783 -0.3740 -1.3319 0.2323 -0.055
C -0.714 3.417 -0.417 -0.0588 -0.1773 0.1995 -0.323
N -0.689 2.168 0.113 -0.5422 0.3426 -0.1291 0.006
C -1.902 1.545 0.452 -0.2255 0.4237 -0.6903 -0.321
C -2.520 0.586 -0.387 -0.3331 -0.5083 -0.0435 -0.193
C -1.910 0.280 -1.753 -0.4435 0.0345 0.5417 -0.037
C -3.698 -0.056 0.047 0.4792 0.6572 0.5652 -0.026
C -4.323 0.221 1.268 0.7688 -0.4052 -0.6109 -0.291
C -5.534 -0.577 1.725 0.1816 1.2164 -0.3093 -0.061
C -3.730 1.200 2.045 -0.0655 0.1532 0.0739 -0.033
C -2.579 1.877 1.644 0.3136 -0.0096 0.3982 -0.218
C -1.960 2.938 2.512 0.7501 -0.4843 0.0372 -0.045
H 5.380 4.403 -1.479 0.5357 -0.0373 0.1370 0.059
H 4.583 2.855 -1.736 0.0939 0.0708 0.4278 0.073
H 5.127 3.268 -0.097 0.1364 0.0433 0.1366 0.061
H 3.044 4.635 -1.843 -0.1795 -0.0596 0.1407 0.090
H 4.266 5.570 0.763 0.0595 0.0044 0.4296 0.058
H 2.773 6.295 0.119 0.0672 -0.0054 0.1854 0.055
H 4.286 6.391 -0.776 -0.0109 -0.0923 -0.0181 0.069
H 1.225 2.698 1.910 -0.6074 -0.1760 0.1058 0.017
H 2.514 5.405 2.363 0.3089 0.3702 0.0572 0.046
H 1.297 4.590 3.347 0.0733 0.1401 0.1502 0.068
H 0.836 5.299 1.818 -0.0610 -0.0268 -0.2788 0.063
H 4.098 3.535 2.079 0.1412 -0.0206 0.2676 0.055
H 3.508 1.900 1.864 0.0230 -0.2108 0.1843 0.065
H 3.157 2.775 3.404 0.1964 -0.0895 -0.1590 0.076
H 1.433 5.843 -1.426 0.3396 0.6183 -0.0685 0.067
H 0.304 7.910 -1.973 -0.0462 0.1207 -0.0528 0.060
H -1.371 8.124 -1.435 0.0058 0.0483 -0.2463 0.063
H -1.007 7.496 -3.088 -0.1045 0.3063 0.0845 0.063
H -2.858 5.853 -1.574 0.3134 0.0096 0.0975 0.101
H -2.896 3.621 -0.696 0.6940 0.1807 0.0996 0.108
H -2.207 1.037 -2.483 0.0863 0.0556 0.0428 0.077
H -2.204 -0.698 -2.151 -0.0904 0.0957 0.2121 0.060
H -0.834 0.313 -1.655 0.3743 0.0448 -0.1399 0.065
H -4.161 -0.802 -0.551 -0.1783 -0.6011 -0.7815 0.088
H -6.072 -0.866 0.813 -0.3012 0.0095 0.3398 0.070
H -6.141 0.095 2.371 0.0393 -0.7191 -0.3986 0.081
H -5.251 -1.475 2.267 0.0273 -0.0574 0.2170 0.049
H -4.217 1.423 2.988 0.1761 0.2989 0.1994 0.102
H -2.599 3.139 3.359 -0.1804 0.2267 0.3603 0.060
H -1.742 3.849 1.960 -0.2419 0.1585 -0.0836 0.066
H -0.963 2.606 2.874 -0.5319 0.0037 -0.1067 0.077
O -6.718 -3.827 0.258 0.6429 -0.3284 -0.5587 0.078
C -5.642 -4.256 -0.499 -0.4223 -0.1598 0.1809 -0.454
O -5.867 -4.969 -1.439 0.2548 0.2354 0.0246 0.106
C -4.285 -3.828 -0.022 -0.5293 0.0978 -0.4397 -0.158
C -3.245 -3.584 -0.927 0.2014 0.1555 0.5348 -0.008
C -1.991 -3.191 -0.468 -0.4722 -0.4334 0.7797 -0.068
C -1.755 -3.110 0.919 0.3450 0.1237 -0.6062 -0.482
S -0.154 -2.926 1.665 -0.9036 -0.4599 0.4133 0.847
C -2.809 -3.317 1.792 0.1168 -0.3050 1.0546 -0.105
C -4.064 -3.678 1.339 0.3637 0.0019 0.0823 -0.060
H -6.411 -3.155 0.870 0.0987 0.3284 0.2712 0.057
H -3.403 -3.702 -1.984 -0.1695 -0.0388 -0.2241 0.119
H -1.189 -3.035 -1.156 0.4016 0.2165 -0.3065 0.104
H -2.572 -3.277 2.867 -0.3733 0.0713 -0.5183 0.114
H -4.846 -3.913 2.050 -0.0193 0.0488 0.0613 0.116
O 4.254 -1.998 0.673 0.5019 -0.0287 0.8130 -0.326
S 4.117 -1.591 -0.700 -0.0332 0.7004 -0.9853 0.392
O 2.609 -2.229 -1.067 -0.5235 -0.3830 -0.1076 -0.190
O 3.915 -0.182 -0.941 0.2283 -0.2865 0.2051 -0.332
O 5.013 -2.243 -1.650 -0.5548 0.0653 0.6083 -0.343
C 2.575 -7.687 -3.031 0.2885 0.7431 0.3759 -0.050
C 2.736 -8.911 -2.155 -0.4776 -0.5034 0.3281 -0.731
O 2.666 -10.048 -2.568 0.2778 0.5348 -0.1325 -0.037
S 2.960 -8.753 -0.367 -0.3372 0.3454 -0.2647 0.986
C 2.571 -7.031 -0.077 0.5382 -0.3453 -0.0210 -0.572
C 3.615 -6.116 -0.058 0.0725 -0.2617 -0.1823 -0.103
C 3.349 -4.770 -0.047 0.3756 0.5687 -0.1878 0.008
C 2.041 -4.288 -0.010 0.0148 0.0013 -0.1015 -0.148
C 0.999 -5.204 -0.008 0.1798 -0.4390 -0.1059 -0.037
C 1.275 -6.575 -0.013 -1.1108 0.2556 -0.3794 -0.102
C 1.797 -2.823 -0.126 0.0381 0.4504 -0.6107 -0.378
C 0.809 -2.104 0.446 0.5998 -0.8058 -0.7526 -0.600
H 2.663 -8.023 -4.068 0.0859 0.1326 0.1751 0.077
H 3.338 -6.890 -2.776 -0.9276 -0.8835 -0.3306 0.103
H 1.560 -7.249 -2.892 0.7359 -0.2586 0.0560 0.096
H 4.625 -6.491 -0.157 0.1120 0.1221 0.0682 0.104
H 4.156 -4.054 -0.165 -0.0577 -0.2568 0.2475 0.091
H -0.022 -4.857 -0.115 0.1119 -0.2077 0.1657 0.080
H 0.431 -7.258 -0.100 0.2548 -0.0346 0.1180 0.110
```
Forces are in eV/Å.

Properties
* gap between HOMO and LUMO: 5.2 eV
* charge: -2
* M: 834.67 g/mol
* E_LUMO: 3.74 eV
* electronic energy: -5554.1381 a.u.

No. 2
Entry from OMol25: a structure of composition C39H44AsF5GaN3OPSiTe (the ωB97M-V functional and the def2-TZVPD basis).

```
97
Properties=species:S:1:pos:R:3:forces:R:3:lowdin_charge:R:1
Ga 1.611 -0.645 1.146 0.4368 0.4081 0.3687 0.407
C -0.281 1.121 -1.531 0.0471 -0.0266 -0.0415 -0.392
C -1.624 1.384 -2.201 0.0075 -0.0293 -0.0317 -0.422
As -1.298 1.577 -4.154 -0.0329 0.0002 -0.0078 1.313
C -0.695 -0.276 -4.347 0.0026 0.0011 -0.0070 -0.428
C -1.535 -1.360 -4.098 -0.0099 0.0037 -0.0180 -0.117
C -1.043 -2.656 -4.156 0.0020 -0.0032 0.0107 -0.090
C 0.295 -2.882 -4.457 0.0002 0.0000 0.0086 -0.085
C 1.138 -1.810 -4.709 0.0073 0.0002 0.0040 -0.079
C 0.641 -0.512 -4.658 -0.0012 -0.0075 0.0135 -0.128
C -3.135 1.334 -4.757 0.0072 -0.0183 0.0010 -0.436
C -3.340 0.857 -6.050 0.0029 0.0061 -0.0045 -0.126
C -4.624 0.704 -6.549 -0.0023 -0.0019 0.0018 -0.077
C -5.720 1.037 -5.763 0.0011 0.0017 0.0021 -0.082
C -5.524 1.522 -4.480 -0.0042 -0.0012 -0.0048 -0.083
C -4.237 1.670 -3.978 -0.0042 -0.0033 0.0122 -0.117
P -0.329 0.630 0.237 -0.0628 -0.4561 -0.3063 1.075
C -0.739 2.026 1.295 -0.0578 0.0560 -0.0004 -0.374
C -0.695 1.879 2.680 0.0296 0.0036 0.0060 -0.083
C -1.001 2.950 3.505 0.0295 -0.0001 -0.0047 -0.049
C -1.343 4.175 2.951 0.0058 0.0003 0.0054 -0.051
C -1.372 4.333 1.572 -0.0009 -0.0013 0.0030 -0.050
C -1.069 3.264 0.744 -0.0912 -0.0016 0.0479 -0.082
C -1.759 -0.488 0.224 -0.0130 0.0804 0.0590 -0.376
C -2.964 -0.156 0.832 0.0407 -0.0360 0.0774 -0.064
C -4.051 -1.013 0.722 -0.0112 -0.0174 -0.0070 -0.055
C -3.942 -2.188 -0.006 -0.0140 0.0083 0.0030 -0.059
C -2.744 -2.509 -0.635 -0.0024 -0.0013 0.0176 -0.064
C -1.655 -1.663 -0.519 0.0028 -0.0165 -0.0052 -0.119
H 0.418 1.948 -1.665 -0.1041 -0.0360 0.0384 0.067
H 0.183 0.250 -2.008 0.0667 0.0387 -0.0228 0.071
H -2.117 2.277 -1.819 0.0381 0.0154 -0.0085 0.055
H -2.302 0.541 -2.072 -0.0339 0.0159 0.0279 0.058
H -2.583 -1.192 -3.876 0.0029 0.0039 -0.0005 0.106
H -1.709 -3.493 -3.983 -0.0014 -0.0018 -0.0043 0.103
H 0.676 -3.894 -4.511 0.0020 -0.0020 -0.0038 0.105
H 2.178 -1.981 -4.956 0.0019 -0.0005 0.0036 0.108
H 1.301 0.323 -4.866 0.0006 0.0004 -0.0029 0.096
H -2.492 0.593 -6.672 -0.0013 0.0023 -0.0011 0.103
H -4.769 0.329 -7.553 -0.0013 0.0000 -0.0005 0.107
H -6.722 0.922 -6.154 -0.0007 -0.0002 0.0003 0.106
H -6.374 1.789 -3.865 -0.0006 0.0002 0.0002 0.104
H -4.108 2.053 -2.973 0.0031 -0.0008 -0.0018 0.088
H -0.391 0.946 3.139 0.0185 -0.0439 -0.0259 0.090
H -0.949 2.824 4.578 -0.0071 0.0131 0.0034 0.115
H -1.573 5.014 3.594 -0.0041 -0.0025 0.0024 0.114
H -1.625 5.291 1.139 0.0026 0.0025 0.0032 0.115
H -1.074 3.407 -0.329 -0.0002 -0.0049 0.0078 0.101
H -3.055 0.764 1.395 -0.0057 0.0022 -0.0088 0.110
H -4.988 -0.755 1.199 0.0017 -0.0002 0.0003 0.113
H -4.794 -2.849 -0.096 0.0014 0.0009 -0.0004 0.112
H -2.663 -3.413 -1.225 -0.0024 0.0016 -0.0071 0.109
H -0.730 -1.915 -1.029 -0.0011 0.0200 -0.0221 0.107
C 2.312 2.365 -0.032 0.0238 -0.0499 0.0315 -0.189
Si 3.329 1.920 1.486 0.2265 -0.0093 -0.0128 0.451
C 3.517 3.529 2.430 -0.1078 -0.0701 0.0479 -0.173
C 5.003 1.616 0.699 0.0148 -0.0119 0.1563 -0.168
N 2.564 0.542 2.319 -0.6243 0.1071 -0.1835 -0.108
C 2.248 0.444 3.702 0.2452 -0.1837 0.0483 -0.344
C 1.856 -0.790 4.233 0.0863 -0.0331 -0.0200 -0.085
C 1.463 -0.946 5.553 -0.0066 -0.0293 0.0134 -0.081
C 1.479 0.131 6.422 0.0216 0.0156 -0.0109 -0.094
C 1.935 1.347 5.938 -0.0095 0.0102 0.0205 -0.078
C 2.317 1.505 4.614 -0.1363 0.0398 -0.0854 -0.043
H 2.825 3.205 -0.508 0.0427 -0.0061 -0.0161 0.062
H 1.296 2.696 0.186 0.2647 0.0231 -0.0352 -0.004
H 2.302 1.561 -0.775 0.0149 0.0197 0.0189 0.027
H 3.942 4.226 1.702 -0.0118 0.0155 -0.0040 0.041
H 4.215 3.478 3.266 -0.0070 -0.0273 0.0138 0.044
H 2.573 3.953 2.776 -0.0072 -0.0054 0.0237 0.034
H 5.362 2.622 0.458 0.0396 -0.0317 -0.0642 0.040
H 4.910 1.083 -0.247 0.0249 -0.1022 0.0154 0.023
H 5.778 1.139 1.297 -0.1143 -0.0234 0.0745 0.033
H 1.927 -1.676 3.619 0.0114 -0.1339 -0.1492 0.081
H 1.172 -1.929 5.904 0.0042 0.0094 -0.0106 0.108
H 1.183 0.018 7.456 -0.0010 0.0050 -0.0021 0.103
H 1.998 2.202 6.599 0.0053 -0.0007 0.0018 0.109
H 2.653 2.475 4.305 0.0056 0.1070 -0.0897 0.064
C 1.270 -4.156 0.141 0.0011 0.0311 -0.0555 0.016
C 0.462 -3.508 1.199 -0.1109 0.1692 -0.0872 -0.326
N 0.465 -2.238 1.613 0.1403 -0.1014 0.3465 0.033
C -0.528 -2.128 2.582 0.1001 0.0290 -0.0054 -0.115
C -1.113 -3.327 2.758 -0.0596 -0.0322 -0.0618 -0.027
N -0.481 -4.175 1.876 0.0103 0.0161 0.0230 0.144
H 1.426 -3.490 -0.705 0.0084 0.0178 -0.0006 0.084
H 0.765 -5.058 -0.204 -0.0199 0.0224 -0.0324 0.100
H 2.245 -4.437 0.522 0.0580 -0.0581 0.0260 0.067
H -0.738 -1.206 3.089 0.0393 0.0731 0.0464 0.109
H -1.908 -3.645 3.407 0.0031 -0.0029 0.0005 0.131
H -0.686 -5.152 1.740 -0.0022 -0.0007 0.0034 0.175
F 5.467 -1.345 -0.690 0.0017 -0.0136 0.1306 -0.321
Te 4.530 -2.249 0.614 0.0556 -0.5856 -0.3445 1.821
F 5.183 -1.194 1.978 -0.3826 0.4423 -0.2530 -0.321
F 6.052 -3.242 0.945 -0.0996 0.0026 0.0566 -0.326
F 4.151 -3.653 -0.547 -0.0509 0.2346 -0.0966 -0.341
F 3.610 -3.179 1.945 0.0006 -0.0702 0.0731 -0.344
O 2.963 -1.412 0.083 0.0110 0.2195 0.2684 -0.482
```
Forces are in eV/Å.

Properties
* gap between HOMO and LUMO: 7.0 eV
* charge: +1
* M: 997.10 g/mol
* E_LUMO: -3.24 eV
* electronic energy: -7310.7580 a.u.

Q: charge of number 2 (C39H44AsF5GaN3OPSiTe)?
A: +1